2 unconnected molecules or ions with the total composition C16H21ClF3NO5S at a distorted geometry. Source: the Open Molecules 2025 dataset; level of theory: ωB97M-V/def2-TZVPD.

The geometry in XYZ format:
```
48
Properties=species:S:1:pos:R:3:forces:R:3:nbo_charge:R:1
Cl 3.566305 -2.337042 -0.798770 -0.2 0.2 0.1 -0.063
S 3.007080 -2.890680 -5.807567 -0.5 -0.4 0.4 0.084
F -0.219430 1.872845 0.750399 0.0 0.0 0.1 -0.343
F -2.368146 1.854958 0.797967 -0.3 0.2 -0.2 -0.324
F -1.299227 2.533261 -0.987790 -0.3 0.1 0.0 -0.326
O 0.598072 -0.874998 -3.973356 0.3 0.2 -0.5 -0.537
O -1.347171 -1.699610 -4.825616 -0.2 0.3 -0.2 -0.537
O -0.950005 -1.601514 -2.599786 0.1 -0.2 -0.9 -0.517
O -1.567291 2.491572 5.858879 0.0 0.0 0.0 -0.491
O -3.258843 1.966843 7.235095 0.2 -0.1 0.0 -0.557
N 1.751238 -2.778204 -3.339628 -0.3 0.4 0.2 -0.556
C 0.234426 -1.441607 -1.805453 0.1 -0.7 1.2 0.225
C 3.328887 -0.630109 -1.334685 0.9 0.3 -0.3 -0.170
C 0.130580 -0.139888 -0.983072 -0.3 0.1 -0.3 -0.427
C 4.742770 -0.017397 -1.461025 -0.5 -0.1 0.7 -0.620
C -2.753212 2.905647 3.871374 -0.2 0.1 0.0 -0.428
C -1.309764 0.204471 -0.547292 0.7 0.1 0.7 -0.479
C -3.734976 2.903971 5.039772 0.3 -0.2 -0.4 -0.529
C 0.264079 -2.660844 -0.856101 -0.2 -0.3 0.1 -0.434
C 1.368746 -1.416210 -2.880272 -0.9 -0.1 -0.6 0.498
C -1.423335 3.124418 4.576464 0.0 0.1 -0.2 -0.071
C 2.586112 -0.522898 -2.668862 0.0 0.0 0.3 -0.490
C -2.881386 2.385632 6.182365 -0.3 0.2 0.2 0.788
C -0.655801 -1.423287 -3.912379 0.5 0.1 0.9 0.982
C -1.122453 -3.232053 -0.479919 0.7 -0.2 0.4 -0.603
C -1.321038 1.623048 -0.001521 0.5 -0.4 -0.2 0.981
C 2.225399 -2.893916 -4.446388 0.9 0.3 -0.1 0.264
H -2.757588 1.929335 3.386295 0.0 0.0 0.0 0.212
H -0.587967 2.671871 4.046740 0.1 -0.1 0.1 0.197
H -1.555845 -0.424820 0.309951 -0.3 -0.1 -0.2 0.229
H 0.701552 -0.296610 -0.070924 0.2 0.2 -0.1 0.227
H -1.408355 -3.996898 -1.199205 -0.4 0.3 -0.1 0.221
H -4.585433 2.250170 4.869896 -0.1 0.1 0.2 0.242
H -2.965615 3.656710 3.113084 0.1 0.0 0.0 0.224
H 5.036241 0.317589 -0.463795 0.2 0.0 -0.1 0.222
H 4.742195 0.848135 -2.124192 0.1 -0.1 -0.1 0.216
H 0.807242 -2.427377 0.060526 0.0 0.3 -0.1 0.213
H 3.325344 -0.677362 -3.458434 -0.3 -0.3 -0.2 0.242
H -1.897424 -2.483139 -0.343523 -0.1 -0.1 -0.2 0.204
H -1.006944 -3.750716 0.476584 -0.1 0.0 -0.1 0.212
H -1.206598 4.183199 4.736042 0.0 0.0 0.0 0.177
H -4.079036 3.908700 5.289328 -0.1 0.0 0.1 0.236
H -2.043396 0.095294 -1.340651 0.0 0.1 0.1 0.254
H 2.232851 0.504572 -2.787657 0.1 0.0 0.1 0.246
H 0.828732 -3.473652 -1.314448 0.0 0.1 -0.1 0.242
H 0.540604 0.730653 -1.500155 0.0 -0.2 -0.2 0.221
H 2.832455 -0.086629 -0.535237 -0.3 -0.3 0.0 0.214
H 5.455372 -0.785435 -1.753059 0.0 0.2 -0.4 0.231
```
Forces are in eV/Å.

Calculated values
Orbital gap   9.9 eV
HOMO energy   -9.88 eV
Charge   0
SMILES   CC[C@]1(CCC(F)(F)F)OC(=O)O[C@]1(C[C@H](C)Cl)N=C=S.O=C1CCCO1

---

A molecular structure, C23H16FN7O10ReS. Source: the Open Molecules 2025 dataset; level of theory: ωB97M-V/def2-TZVPD.

The geometry in XYZ format:
```
59
Properties=species:S:1:pos:R:3:forces:R:3:mulliken_spin:R:1
Re 0.714336 0.804383 1.193439 -0.1 -0.1 -0.3 2.801
S -1.370287 -1.927370 1.341251 -0.2 -0.1 -0.1 0.010
F 0.665991 3.512970 -4.675561 0.0 0.0 0.0 0.000
O -2.615194 -1.999116 2.041075 0.1 0.0 -0.1 0.003
O 3.519513 1.193233 7.518561 0.2 0.1 -0.1 0.006
O 1.154218 -1.799554 -4.164628 0.0 -0.1 0.0 0.000
O -0.153570 -2.419768 1.917287 0.0 0.0 0.0 0.002
O 1.376689 0.772522 8.132891 -0.2 -0.1 0.0 0.005
O 3.916923 2.787291 2.530290 -0.1 -0.1 0.1 0.038
O 0.683134 0.877299 -0.906024 0.0 0.0 -0.3 -0.034
O 2.084134 -0.403235 0.129457 0.0 -0.2 0.1 0.005
O -0.686089 1.733311 -6.346739 0.0 0.0 0.0 0.000
O 2.183200 2.086584 1.299655 0.0 0.2 0.0 0.030
N -3.183296 0.761778 0.866521 0.2 -0.1 0.0 -0.004
N -1.098956 1.838658 1.305665 -0.1 0.1 0.0 -0.007
N 1.123735 0.735915 3.203111 0.1 0.0 0.0 -0.073
N 1.677181 0.295333 -3.416336 -0.1 -0.1 0.1 0.000
N -1.784137 -3.780767 -4.228601 0.0 0.0 -0.1 0.001
N 0.285160 -0.004658 -5.249090 0.0 -0.1 0.0 0.000
N -1.029070 -0.315498 1.098307 0.1 -0.1 0.2 0.024
C 0.043584 1.351316 -5.468539 0.0 0.1 0.0 0.000
C 2.318946 0.952262 7.352585 0.0 0.0 0.1 0.002
C 1.907147 0.858342 5.862357 0.0 0.0 0.0 0.034
C 2.370212 -0.231938 -2.263665 0.1 -0.1 0.1 0.011
C -0.454612 -3.206068 -0.869167 0.0 0.0 0.0 0.002
C -3.723028 1.973990 0.856024 0.0 0.1 0.0 0.026
C -2.781789 -2.719475 -2.309676 0.0 0.0 0.0 -0.002
C 1.041954 -0.597278 -4.264111 0.1 0.0 -0.1 0.001
C 2.222985 1.446243 3.573319 0.2 0.2 0.1 0.013
C 2.652265 1.501448 4.873230 0.0 0.0 -0.2 0.000
C 2.892677 2.181058 2.445265 0.1 0.1 0.0 0.018
C -0.543863 -3.620204 -2.180084 0.0 0.1 0.0 -0.001
C 0.779962 0.142440 5.474141 -0.1 0.0 -0.1 -0.011
C 0.783483 2.194084 -4.528721 0.1 -0.1 0.1 0.000
C 1.666288 0.074401 -0.968805 0.1 0.0 -0.1 0.030
C -1.701522 -3.365536 -2.926352 0.0 0.0 0.1 0.002
C 0.423088 0.078041 4.143972 -0.1 -0.1 0.3 0.005
C -1.646036 3.052480 1.240238 -0.2 0.0 0.1 0.024
C -3.003536 3.159398 1.024176 0.1 0.0 0.0 0.000
C -2.696474 -2.314914 -0.994752 -0.1 0.0 0.0 0.000
C 1.542001 1.663957 -3.566586 -0.1 0.2 -0.2 -0.001
C -1.528855 -2.547494 -0.279285 0.1 0.0 0.1 0.004
C -1.879985 0.732481 1.088391 -0.1 0.1 0.1 0.019
H 0.286643 -4.133185 -2.644235 0.0 0.0 0.0 0.000
H -0.426439 -0.493152 3.797003 0.0 0.0 0.0 0.012
H -3.489850 4.120727 0.987571 0.0 0.0 0.0 0.001
H 2.087422 2.283271 -2.868998 0.0 0.0 0.0 0.001
H -2.534623 -3.425859 -4.794773 0.0 0.0 0.0 0.000
H 3.377431 0.189151 -2.184168 0.0 0.0 0.0 0.001
H 0.188146 -0.340330 6.238910 0.0 0.0 0.0 0.001
H -4.793108 2.010820 0.688994 0.0 0.0 0.0 0.000
H -0.177642 -0.644406 -5.879927 0.0 0.0 0.0 0.000
H 3.551806 2.037242 5.145049 0.0 0.0 0.0 0.001
H 0.439392 -3.392329 -0.290405 0.0 0.0 0.0 0.001
H -0.922005 -3.957285 -4.715301 0.0 0.0 0.0 0.000
H -3.688573 -2.539521 -2.872640 0.0 0.0 0.0 0.000
H -3.528851 -1.812598 -0.520013 0.0 0.0 0.0 0.000
H 2.471725 -1.311989 -2.372858 0.0 0.1 0.0 0.001
H -0.990003 3.901110 1.381305 0.0 0.0 0.0 -0.002
```
Forces are in eV/Å.

Calculated values
Orbital gap (alpha / beta)   6.7 / 5.2 eV
Spin multiplicity   4
Expectation value of S²   3.768
HOMO energy (alpha / beta)   -8.07 / -8.06 eV
Charge   0
Energy above the lowest of the compared OMol25 structures with the same formula, charge and spin   0.00 kJ/mol

---

6 unconnected molecules or ions with the total composition C47H88NO11 at a distorted geometry. Source: the Open Molecules 2025 dataset; level of theory: ωB97M-V/def2-TZVPD.

The geometry in XYZ format:
```
147
Properties=species:S:1:pos:R:3:forces:R:3:lowdin_charge:R:1
O 1.385306 0.868458 -4.133009 -0.1 0.2 0.0 -0.155
O 9.551120 0.846088 0.607625 -0.2 -2.1 -1.7 -0.248
O -3.554137 -0.795583 -3.456102 1.9 2.0 -2.1 -0.153
O -0.761400 4.234129 -0.050748 -1.1 -2.3 0.5 -0.134
O -3.929797 0.633260 -5.475679 5.4 -5.7 5.5 -0.037
O -8.569935 0.193485 2.938958 0.0 -0.3 0.0 -0.154
O -0.392810 0.894047 4.740946 -1.2 0.0 -1.8 -0.140
O 0.197834 2.940654 3.506819 -1.6 -1.4 -0.7 -0.157
O 11.324275 -2.175773 -0.951797 0.2 -0.2 -0.4 -0.183
O -4.744416 0.443594 6.434717 0.0 0.1 0.0 -0.170
O -2.800399 4.039981 -3.297732 -0.1 0.0 0.0 -0.162
N -0.816102 -2.669174 1.471070 -2.7 2.9 2.1 0.077
C -2.943505 3.236501 -4.477212 0.4 -0.2 0.2 -0.221
C -4.017178 3.885938 -5.322624 -0.5 -0.5 -0.2 -0.170
C -9.763914 0.398308 3.706805 0.1 0.4 0.2 -0.203
C 4.599351 -1.170842 -1.014650 0.4 0.2 0.5 -0.217
C -0.500924 3.192189 0.986589 -1.4 -0.8 0.1 -0.220
C -2.211055 -3.373977 -0.829544 -1.3 0.1 0.7 -0.149
C 3.027842 -1.698086 -1.004635 0.1 0.9 -0.4 -0.216
C 2.312422 -4.320128 -1.415323 0.3 0.5 -0.1 -0.209
C -1.729289 -4.935994 -0.723103 -0.3 -0.2 1.1 -0.197
C 6.629271 -0.038737 0.486186 0.3 0.1 0.2 -0.220
C -3.312950 -1.537756 1.120561 2.8 -0.4 2.3 -0.040
C 1.411394 3.226145 -3.916770 0.2 0.4 0.5 -0.171
C -6.094522 0.700111 6.024182 0.0 -0.1 -0.5 -0.212
C -9.519546 -1.920188 3.423820 0.2 -0.6 0.3 -0.179
C 1.583057 2.875829 -5.372293 -0.2 0.2 -0.6 -0.176
C -10.584911 -0.867173 3.587804 -0.6 0.1 -0.2 -0.175
C 9.009388 0.646352 -0.745515 -0.4 0.8 -1.1 -0.218
C 12.704984 -2.092519 -2.873472 0.6 0.2 -0.1 -0.175
C -0.481286 1.622266 3.465769 -0.2 0.8 -1.4 -0.205
C -6.746538 1.497332 7.132764 -0.6 -0.3 0.2 -0.178
C 0.694307 -4.116546 -1.781798 1.7 -0.6 0.2 -0.209
C -0.326904 3.855419 2.480683 0.6 1.6 -1.1 -0.170
C -8.483540 -1.195672 2.592536 0.1 0.2 -0.4 -0.220
C -4.540478 0.679903 -1.659382 -0.1 0.7 0.7 -0.141
C 11.395922 -3.492272 -1.516535 0.0 -0.2 0.4 -0.197
C -4.453672 1.257492 7.579387 0.3 -0.2 0.3 -0.206
C 10.020144 -0.408747 1.215670 0.4 -0.3 1.7 -0.127
C -3.860893 5.341906 -4.967004 0.2 0.5 -0.3 -0.173
C -1.402562 -0.171466 4.849774 -0.3 -1.3 0.4 -0.152
C -5.578698 2.261947 7.700432 0.2 0.6 0.1 -0.175
C -3.145968 -0.726068 2.573642 3.6 -2.6 -1.5 0.109
C 11.848656 -3.330020 -2.951099 -0.4 -0.3 -0.4 -0.180
C 4.988541 -0.249005 0.300803 0.9 0.2 0.5 -0.220
C 11.965499 -1.259242 -1.849533 -0.1 0.4 0.1 -0.205
C -3.166719 0.005690 -2.270747 -0.3 2.0 0.0 -0.169
C -1.759642 -0.923969 3.429167 -0.3 -2.0 -3.6 -0.069
C -2.087387 -2.536434 0.610663 -0.4 1.8 2.0 -0.008
C -3.096509 -0.122605 -4.712323 -4.9 3.4 -3.5 -0.101
C -4.703877 -1.249256 0.304465 0.5 0.9 0.5 -0.148
C -3.505541 5.272814 -3.497790 -0.1 0.2 0.4 -0.201
C -4.749948 0.388267 -0.033001 -0.2 0.1 -0.7 -0.178
C -0.623645 -1.927286 2.802525 -3.3 1.1 -1.2 0.079
C -0.115882 -5.185217 -0.841046 0.0 -0.2 -0.8 -0.223
C 0.851152 1.941754 -3.345710 -0.2 -0.3 0.2 -0.207
C 2.004767 1.424502 -5.301048 0.3 -0.3 -0.1 -0.203
C 2.855283 -3.194717 -0.317662 0.5 0.2 -0.3 -0.205
C 7.358262 0.638606 -0.819315 0.2 0.7 0.7 -0.177
H -1.979018 3.231120 -4.996605 0.0 -0.1 -0.1 0.116
H -3.194155 2.209967 -4.195977 0.1 0.6 0.1 0.055
H -10.294803 1.279026 3.334041 0.2 -0.1 0.0 0.122
H -8.699261 -1.286975 1.522414 0.0 -0.1 0.0 0.117
H -2.377919 -5.584524 -1.485943 1.7 1.6 1.5 0.134
H -3.477220 1.733660 7.454904 0.0 -0.1 -0.1 0.117
H 0.620384 2.960352 -5.890418 0.1 0.0 0.0 0.110
H 2.514097 -5.435631 -1.059841 -0.4 2.4 -0.6 0.118
H -7.559583 2.135702 6.777861 0.1 -0.1 0.0 0.118
H 4.842808 -0.513664 -1.963274 -0.7 -1.5 1.8 0.106
H -9.466338 0.582971 4.744453 -0.1 0.0 0.0 0.112
H -2.486397 0.906063 -2.659821 -1.2 -2.0 1.1 0.122
H -3.902578 3.679368 -6.389712 0.0 0.0 0.2 0.123
H -1.329635 4.408688 2.810431 1.9 -1.5 -0.6 0.150
H -2.571553 -0.594251 -1.458997 -1.2 0.8 -1.8 0.110
H -3.384365 -3.406728 -1.048239 2.6 0.2 0.6 0.124
H -4.435166 1.849875 -1.766786 -0.3 -2.3 0.1 0.117
H -0.239972 1.910103 -3.434086 -0.1 0.1 0.1 0.094
H 9.961072 -1.350492 0.523409 0.0 2.1 1.3 0.085
H -5.497430 0.365260 -2.269690 2.1 0.4 1.2 0.138
H 0.761867 4.088283 -3.745461 0.1 -0.1 0.0 0.118
H 0.418842 -5.210447 0.212129 -1.2 0.1 -1.9 0.107
H -9.878196 -2.838586 2.952230 0.1 0.1 0.1 0.119
H 12.631257 -0.598138 -1.287244 -0.2 -0.1 0.0 0.127
H 2.389215 3.438930 -3.468813 -0.1 0.0 0.0 0.122
H -6.057083 1.273060 5.091609 -0.1 0.0 0.0 0.115
H 1.120500 1.797369 -2.295440 0.0 -0.1 -0.1 0.112
H -5.005972 3.531185 -5.008341 0.1 0.0 -0.1 0.123
H -5.734989 2.605357 8.726162 0.1 -0.1 -0.1 0.121
H 10.982915 -3.142348 -3.597325 0.1 -0.1 0.0 0.117
H 6.803827 0.696838 1.400490 -0.4 -1.6 -1.9 0.122
H 12.377252 -4.207054 -3.333039 -0.1 0.1 0.1 0.118
H 0.013777 -3.268743 1.180666 -1.7 0.9 0.1 0.113
H -2.395639 0.165406 5.403511 1.9 -0.4 -1.5 0.136
H 10.421214 -3.981398 -1.436602 0.0 0.1 0.1 0.119
H 3.089567 1.332300 -5.179638 0.0 0.0 -0.1 0.119
H -5.617027 -1.521845 1.023839 2.1 0.5 -1.7 0.122
H -9.099115 -2.178440 4.403045 0.0 0.0 -0.1 0.117
H -6.606987 -0.246857 5.831587 0.1 0.0 0.0 0.115
H 0.613578 -4.363366 -2.945040 -0.3 0.7 2.6 0.132
H -0.925129 -1.008657 5.550133 -0.9 1.9 -1.6 0.153
H 0.391590 2.482875 0.671441 -1.6 1.6 0.8 0.133
H -3.988265 0.002315 2.952470 1.8 -1.7 -0.8 0.131
H 2.608656 -1.667080 -2.121135 0.9 -0.3 2.4 0.115
H 5.335330 -2.104527 -1.020496 -1.5 1.9 -0.1 0.120
H -1.491853 2.539593 1.027442 2.1 1.0 0.0 0.109
H 2.413669 -0.860110 -0.428480 1.1 -1.9 -1.1 0.104
H -5.791146 0.800423 0.331057 2.1 -0.7 -0.9 0.124
H 0.394421 -2.060754 3.387589 -2.3 0.1 -1.6 0.152
H -3.907155 0.991198 0.510541 -1.6 -1.3 -0.8 0.097
H 11.185410 -0.651466 -2.320100 0.1 0.1 -0.1 0.102
H 3.938218 -3.483539 0.092759 -2.5 0.4 -0.8 0.120
H 12.124131 -4.066535 -0.933468 -0.1 -0.1 -0.1 0.121
H 1.702914 0.855664 -6.184789 0.0 0.0 0.1 0.118
H -4.413060 0.600207 8.454807 0.0 0.1 0.0 0.122
H -5.367862 3.136659 7.073722 0.0 -0.1 0.1 0.120
H -2.879698 6.110980 -3.178007 0.0 -0.2 0.1 0.121
H -11.206968 -0.825508 2.685924 0.0 0.0 0.1 0.121
H -1.612972 1.849373 3.167639 2.2 -0.8 0.7 0.146
H 2.308711 3.505480 -5.893298 -0.1 -0.1 0.0 0.120
H 2.940848 -4.143318 -2.391539 -1.2 -0.4 1.9 0.114
H 9.380204 1.580510 -1.389287 -0.8 -2.0 1.4 0.137
H -3.027442 5.774421 -5.533015 -0.1 0.0 0.1 0.120
H -11.239318 -1.033596 4.447205 0.1 0.0 -0.1 0.120
H 9.403916 -0.302440 -1.305209 -0.6 1.6 1.5 0.101
H 9.386224 -0.556816 2.211440 1.2 0.1 -2.1 0.098
H 0.472661 -2.982551 -1.547527 0.1 -2.3 -0.6 0.098
H -1.744279 -2.766928 -1.719581 -0.7 -1.2 1.9 0.114
H 13.700157 -2.353459 -2.494500 -0.1 0.1 -0.1 0.120
H -1.525685 3.863399 -0.617098 1.9 1.0 1.2 0.102
H 7.181761 -1.050561 0.787197 -1.4 2.0 -0.8 0.116
H -4.404107 5.249144 -2.872183 0.0 0.1 0.0 0.117
H 12.827188 -1.581324 -3.831732 0.0 0.0 0.1 0.119
H 0.481552 4.724610 2.360167 -1.7 -2.0 0.5 0.155
H -7.468730 -1.559142 2.776223 0.0 0.1 0.0 0.101
H 0.039302 -6.266826 -1.308477 -0.2 2.3 1.1 0.133
H -2.000839 -0.242588 -5.118504 -1.9 -0.1 1.4 0.175
H -4.798467 -1.780257 -0.733033 0.3 0.7 2.2 0.113
H 0.085168 1.004012 2.616293 -1.4 1.1 1.8 0.150
H 7.033984 1.785160 -0.822521 0.5 -2.5 -0.3 0.123
H 7.053751 0.107042 -1.817025 0.5 1.1 1.9 0.103
H -2.054923 -5.320636 0.357917 0.5 0.8 -2.3 0.126
H 11.148698 -0.273117 1.576470 -2.4 -0.2 -1.0 0.109
H 4.536969 0.848162 0.252872 0.7 -2.4 -0.1 0.116
H 4.623981 -0.735610 1.321205 0.5 0.9 -2.2 0.112
H 2.138781 -3.103158 0.610790 1.3 -0.3 -1.7 0.078
H -4.754090 5.940740 -5.162229 0.1 -0.1 0.1 0.120
H -7.150272 0.818632 7.893319 0.0 0.1 -0.1 0.121
```
Forces are in eV/Å.

Calculated values
Orbital gap   6.0 eV
HOMO energy   -10.47 eV
Charge   +1